The following is a DFT calculation (wB97M-V/def2-TZVPD) of a molecular structure, C34H94F6N9O15S2.

Calculated values
Highest occupied orbital energy, eV: -5.4598
Largest force on an atom, eV/Å: 4.28
LUMO energy, hartree: 0.078
Charge: -1

Each line ends with the Löwdin charge.
Positions of all 160 atoms, in Å:
1 C 3.4178 0.2239 -0.3242  -0.557
2 F 2.4972 -0.6736 -0.7915  0.087
3 F 4.5322 -0.4152 0.0219  0.142
4 F 3.6052 1.1515 -1.3500  0.092
5 S 2.7255 1.1641 1.1542  0.798
6 O 2.3991 0.1862 2.2235  -0.312
7 O 3.7587 2.2036 1.4511  -0.314
8 N 1.3080 2.0151 0.4854  -0.305
9 S 0.0771 1.1165 0.8331  0.539
10 O 0.0823 -0.2118 0.2986  -0.300
11 O -0.3151 1.1655 2.2142  -0.297
12 C -1.2766 2.1183 -0.0978  -0.619
13 F -2.3956 1.3497 -0.0799  0.084
14 F -1.4935 3.3123 0.4639  0.140
15 F -1.0495 2.2405 -1.3847  0.141
16 O 1.9083 4.6958 0.8809  -0.065
17 H 1.6027 3.7957 0.9935  -0.043
18 H 1.9727 5.0405 1.7716  0.032
19 O 1.7797 3.6458 -1.6203  -0.085
20 H 1.4960 3.2034 -2.4203  -0.025
21 H 1.5177 3.0554 -0.9138  -0.067
22 O -2.6651 5.8990 0.0542  -0.044
23 H -3.0205 5.0156 0.1515  0.006
24 H -2.5977 6.0278 -0.8919  0.018
25 C 6.0796 4.7877 0.7523  -0.069
26 C 5.5941 4.7488 -0.6789  -0.421
27 C 6.4621 3.9595 -1.6633  -0.194
28 O 6.2154 2.6051 -1.4082  -0.229
29 C 6.9931 1.6477 -2.0564  -0.089
30 N 4.2883 4.1262 -0.6141  0.053
31 H 5.9231 3.8278 1.2444  0.070
32 H 5.4460 5.3928 1.4006  0.082
33 H 7.1171 5.1216 0.7679  0.068
34 H 5.5840 5.7931 -0.9909  0.126
35 H 7.4634 4.2510 -1.3462  0.113
36 H 6.3670 4.1563 -2.7312  0.127
37 H 7.0498 1.9857 -3.0911  0.081
38 H 6.5851 0.6378 -2.0158  0.079
39 H 8.0033 1.8164 -1.6833  0.088
40 H 4.5557 3.4607 -1.3252  0.043
41 H 4.2456 3.5167 0.1901  0.007
42 C -3.3738 -1.5210 1.4990  -0.051
43 C -3.3139 -3.0396 1.2612  -0.437
44 C -2.1917 -3.7548 2.0906  -0.133
45 O -2.3511 -5.2177 2.1648  -0.217
46 C -1.7812 -5.9802 1.1126  -0.106
47 N -4.5118 -3.6762 1.7329  0.033
48 H -3.9270 -1.3180 2.4160  0.075
49 H -3.9758 -0.9936 0.7591  0.073
50 H -2.3970 -1.0376 1.4863  0.063
51 H -3.1562 -3.2012 0.1948  0.128
52 H -2.2977 -3.4727 3.1381  0.123
53 H -1.2476 -3.4749 1.6232  0.105
54 H -2.4677 -5.9879 0.2660  0.088
55 H -1.5108 -6.9928 1.4118  0.084
56 H -0.8246 -5.6309 0.7240  0.073
57 H -4.0074 -4.5512 1.7356  0.036
58 H -4.7165 -3.4905 2.7044  0.073
59 C 4.8593 -2.7286 -2.5675  -0.032
60 C 5.1561 -3.9374 -1.5490  -0.384
61 C 4.7806 -3.5793 -0.0919  -0.254
62 O 3.4154 -3.3631 -0.0134  -0.195
63 C 3.0676 -3.2478 1.3698  -0.065
64 N 4.3862 -5.0264 -2.0733  0.034
65 H 5.3441 -2.9950 -3.5067  0.066
66 H 5.4111 -1.8144 -2.3482  0.050
67 H 3.7984 -2.4842 -2.6202  0.065
68 H 6.1811 -4.3044 -1.6016  0.129
69 H 5.2921 -2.6607 0.1954  0.108
70 H 5.2600 -4.2853 0.5861  0.118
71 H 3.4776 -2.2688 1.6178  0.079
72 H 3.3647 -4.0752 2.0143  0.090
73 H 1.9779 -3.2422 1.3956  0.083
74 H 3.4033 -4.8159 -2.1719  0.024
75 H 4.4144 -5.6939 -1.3158  0.073
76 C 0.8145 -5.1544 -4.8057  -0.085
77 C 0.7984 -5.8239 -3.4410  -0.359
78 C 0.8973 -4.7684 -2.2565  -0.261
79 O -0.2116 -4.0203 -2.0885  -0.186
80 C -0.1256 -2.8183 -1.3114  -0.053
81 N -0.5330 -6.5207 -3.3205  0.031
82 H 1.7143 -4.5579 -4.9560  0.075
83 H 0.0131 -4.4157 -4.8224  0.071
84 H 0.5787 -5.7255 -5.7037  0.074
85 H 1.6011 -6.5540 -3.5443  0.127
86 H 1.7390 -4.0937 -2.4125  0.090
87 H 1.2800 -5.2121 -1.3375  0.115
88 H -1.1631 -2.4888 -1.3662  0.090
89 H 0.6508 -2.0821 -1.5196  0.075
90 H 0.1007 -3.0567 -0.2721  0.064
91 H -0.6392 -6.9485 -2.4118  0.052
92 H -1.1559 -5.7531 -3.1133  0.048
93 C -5.2269 1.5739 6.4569  -0.089
94 C -4.6961 2.8062 5.8422  -0.429
95 C -3.8950 2.4843 4.5838  -0.170
96 O -4.7068 1.8798 3.5759  -0.181
97 C -4.2681 1.9524 2.2628  -0.118
98 N -5.8072 3.7371 5.6106  0.027
99 H -5.9546 1.1358 5.7737  0.085
100 H -5.6239 1.6404 7.4698  0.080
101 H -4.5013 0.7606 6.4715  0.064
102 H -4.1494 3.3606 6.6050  0.138
103 H -2.9164 2.0566 4.8020  0.107
104 H -3.5534 3.4095 4.1197  0.118
105 H -4.0029 3.0012 2.1299  0.082
106 H -5.0348 1.6730 1.5402  0.096
107 H -3.3727 1.3642 2.0616  0.062
108 H -6.4289 3.5965 4.8271  0.067
109 H -6.3845 3.5927 6.4267  0.055
110 C 1.2277 0.7543 -4.0599  -0.036
111 C 1.0698 1.9212 -5.0938  -0.364
112 C 0.1404 1.5194 -6.2334  -0.206
113 O 0.0062 2.5317 -7.2003  -0.191
114 C 1.1000 2.9503 -8.0104  -0.098
115 N 0.4857 3.0113 -4.3266  0.058
116 H 1.8812 0.8282 -3.1906  0.056
117 H 1.5033 -0.2167 -4.4713  0.071
118 H 0.3037 0.4840 -3.5488  0.050
119 H 2.0303 2.1969 -5.5291  0.127
120 H -0.8605 1.2978 -5.8630  0.089
121 H 0.3863 0.5928 -6.7522  0.123
122 H 1.9877 3.2793 -7.4702  0.076
123 H 0.8740 3.7959 -8.6600  0.084
124 H 1.3930 2.0982 -8.6238  0.082
125 H 0.1505 3.7202 -4.9632  0.079
126 H -0.4235 2.8076 -3.9368  0.044
127 C -2.5073 -0.0804 -3.8068  -0.019
128 C -3.6893 0.9566 -3.9302  -0.453
129 C -3.3000 2.1903 -4.7863  -0.164
130 O -2.4536 3.0872 -4.0822  -0.239
131 C -2.9428 3.8726 -2.9809  -0.064
132 N -4.7703 0.2974 -4.5612  0.028
133 H -2.8426 -0.9414 -3.2286  0.075
134 H -1.7364 0.4898 -3.2884  0.049
135 H -2.0831 -0.3427 -4.7760  0.079
136 H -4.0313 1.3425 -2.9699  0.119
137 H -4.1627 2.6780 -5.2404  0.125
138 H -2.6446 1.7316 -5.5267  0.102
139 H -2.1179 4.4024 -2.5046  0.088
140 H -3.4035 3.1053 -2.3587  0.071
141 H -3.6582 4.5725 -3.4127  0.091
142 H -4.8435 -0.4679 -3.9061  0.068
143 H -5.5915 0.8228 -4.2972  0.075
144 C -3.3298 -1.3880 8.8841  -0.049
145 C -1.7819 -1.4377 8.7698  -0.453
146 C -1.3069 -1.4961 7.3091  -0.161
147 O -1.6138 -0.2219 6.6824  -0.173
148 C -1.3781 -0.3443 5.3577  -0.168
149 N -1.0703 -0.4667 9.5271  0.040
150 H -3.7289 -1.4518 9.8964  0.069
151 H -3.7412 -2.3131 8.4802  0.073
152 H -3.7620 -0.4961 8.4304  0.061
153 H -1.4477 -2.3982 9.1620  0.121
154 H -1.9749 -2.2476 6.8883  0.118
155 H -0.2360 -1.6806 7.2244  0.132
156 H -1.6873 0.4905 4.7288  0.063
157 H -1.8956 -1.1796 4.8859  0.086
158 H -0.3173 -0.3443 5.1071  0.099
159 H -0.6696 0.2191 8.9033  0.068
160 H -1.7502 0.1399 9.9629  0.065